{
  "formula": "C5H8N2",
  "method": "the ωB97M-V functional and the def2-TZVPD basis",
  "spin_multiplicity": 1,
  "max_force_ev_per_a": 2.225,
  "smiles": "[H]/N=C1/C=CN(C)C1",
  "homo_lumo_gap_ev": 8.46,
  "lumo_energy_ev": 0.7,
  "energy_ev": -8293.18841,
  "relative_energy_kj_mol": 174.4,
  "species": ["H", "N", "C", "C", "C", "N", "C", "C", "H", "H", "H", "H", "H", "H", "H"],
  "coordinates": [[-2.74094, 1.66797, 0.10033], [-2.78623, 0.65416, 0.24730], [-1.60140, 0.16762, 0.24945], [-1.18496, -1.23587, 0.32759], [0.16837, -1.29380, 0.27515], [0.73970, -0.06990, 0.05488], [2.14874, 0.18784, -0.12459], [-0.33841, 0.84102, -0.22624], [-1.86608, -2.05552, 0.46876], [0.81520, -2.16002, 0.37514], [2.72463, -0.64984, 0.28496], [2.41821, 0.30228, -1.18165], [2.46428, 1.08762, 0.41945], [-0.86762, 0.66699, -1.22186], [-0.09348, 1.88944, -0.04868]],
  "lowdin_charge": [0.040, 0.085, -0.431, -0.039, -0.085, -0.188, -0.053, -0.106, 0.096, 0.126, 0.087, 0.085, 0.087, 0.163, 0.133]
}

=====

{
  "formula": "C5H8N2",
  "method": "the ωB97M-V functional and the def2-TZVPD basis",
  "spin_multiplicity": 1,
  "max_force_ev_per_a": 2.402,
  "smiles": "CCn1ccnc1",
  "homo_lumo_gap_ev": 9.52,
  "lumo_energy_ev": 1.0,
  "energy_ev": -8292.73793,
  "relative_energy_kj_mol": 217.9,
  "species": ["C", "C", "N", "C", "C", "N", "C", "H", "H", "H", "H", "H", "H", "H", "H"],
  "coordinates": [[0.55311, -1.56399, -0.36197], [-0.70686, -0.67071, -1.08403], [-0.51818, 0.38664, -0.15611], [0.36503, 1.40450, -0.23590], [0.48482, 1.84676, 1.05059], [-0.24171, 1.06409, 1.91735], [-0.80841, 0.16802, 1.15111], [0.20294, -2.47320, 0.11248], [1.24782, -1.70148, -1.17969], [1.18555, -1.04808, 0.43289], [-1.83247, -0.64709, -1.19873], [-0.40592, -0.43907, -2.11364], [0.82022, 1.66851, -1.18251], [1.01783, 2.72064, 1.37756], [-1.36378, -0.71553, 1.47061]],
  "lowdin_charge": [-0.027, -0.108, -0.224, -0.097, -0.161, 0.063, -0.228, 0.052, 0.050, 0.099, 0.136, 0.100, 0.121, 0.088, 0.137]
}

=====

{
  "formula": "C5H8N2",
  "method": "the ωB97M-V functional and the def2-TZVPD basis",
  "spin_multiplicity": 1,
  "max_force_ev_per_a": 4.597,
  "smiles": "C=C(C#N)CNC",
  "homo_lumo_gap_ev": 8.73,
  "lumo_energy_ev": 0.2,
  "energy_ev": -8291.99672,
  "relative_energy_kj_mol": 289.4,
  "species": ["C", "C", "C", "N", "C", "N", "C", "H", "H", "H", "H", "H", "H", "H", "H"],
  "coordinates": [[-1.89800, -0.54842, -1.43606], [-1.57466, -0.41427, -0.13753], [-2.44941, -0.13243, 0.92811], [-3.18627, -0.12835, 1.82824], [0.07792, -0.39491, 0.44603], [1.03765, 0.65968, 0.07643], [2.47595, 0.68228, 0.22633], [-2.98683, -0.52096, -1.76968], [-1.21917, -0.91503, -2.21076], [0.04854, -0.63935, 1.50874], [0.47578, -1.34746, 0.13407], [0.66889, 1.56797, -0.23986], [2.87353, -0.36780, 0.02503], [2.85611, 1.12943, 1.21611], [2.79997, 1.36962, -0.59521]],
  "lowdin_charge": [0.063, -0.227, -0.237, 0.159, -0.134, -0.176, -0.156, 0.096, 0.072, 0.090, 0.083, 0.113, 0.092, 0.085, 0.079]
}

=====

{
  "formula": "C5H8N2",
  "method": "the ωB97M-V functional and the def2-TZVPD basis",
  "spin_multiplicity": 1,
  "max_force_ev_per_a": 1.191,
  "smiles": "C[C@H]1CN1CC#N",
  "homo_lumo_gap_ev": 10.24,
  "lumo_energy_ev": 0.9,
  "energy_ev": -8292.73129,
  "relative_energy_kj_mol": 218.5,
  "species": ["C", "C", "C", "N", "C", "C", "N", "H", "H", "H", "H", "H", "H", "H", "H"],
  "coordinates": [[1.77450, 0.61038, -0.08931], [0.54005, -0.07559, -0.63383], [0.23719, -1.52918, -0.46559], [-0.49078, -0.51841, 0.25002], [-1.79735, 0.09157, 0.26090], [-1.59622, 1.12540, 1.31258], [-1.23274, 1.84450, 2.14240], [2.17748, 0.12896, 0.80942], [1.57190, 1.65892, 0.15788], [2.56592, 0.59777, -0.84440], [0.19217, 0.31051, -1.59940], [-0.11403, -2.11543, -1.31762], [0.92603, -2.06791, 0.18222], [-2.14854, 0.53327, -0.68531], [-2.60559, -0.59476, 0.52005]],
  "lowdin_charge": [-0.052, -0.342, -0.083, -0.116, -0.167, -0.193, 0.140, 0.082, 0.073, 0.072, 0.139, 0.106, 0.106, 0.117, 0.118]
}

=====

{
  "formula": "C5H8N2",
  "method": "the ωB97M-V functional and the def2-TZVPD basis",
  "spin_multiplicity": 1,
  "max_force_ev_per_a": 3.619,
  "homo_lumo_gap_ev": 7.77,
  "lumo_energy_ev": 0.2,
  "energy_ev": -8290.18700,
  "relative_energy_kj_mol": 464.0,
  "species": ["C", "N", "C", "C", "C", "N", "C", "H", "H", "H", "H", "H", "H", "H", "H"],
  "coordinates": [[-0.66458, -1.14076, -1.78927], [-0.49826, -0.51961, -0.57842], [-1.41226, 0.09969, 0.25173], [-0.71398, 0.59561, 1.31094], [0.69437, 0.35710, 1.02864], [1.70775, 0.79535, 1.87082], [0.81184, -0.30117, -0.19702], [0.71372, -0.46221, -2.46589], [-0.15933, -2.08283, -1.93248], [-1.70306, -1.08585, -2.15080], [-2.48120, 0.05488, 0.06616], [-1.13581, 1.15650, 2.14290], [1.50454, 1.66112, 2.35314], [2.61183, 0.81251, 1.42251], [1.30271, -0.30978, -1.43370]],
  "lowdin_charge": [-0.031, -0.284, -0.083, -0.043, -0.333, 0.079, -0.063, 0.134, 0.054, 0.087, 0.117, 0.099, 0.086, 0.086, 0.095]
}

=====

{
  "formula": "C5H8N2O",
  "method": "the ωB97M-V functional and the def2-TZVPD basis",
  "spin_multiplicity": 1,
  "max_force_ev_per_a": 5.593,
  "homo_lumo_gap_ev": [8.07, 7.40],
  "lumo_energy_ev": [0.8, 0.9],
  "energy_ev": -10335.62370,
  "relative_energy_kj_mol": 685.3,
  "species": ["C", "C", "C", "C", "C", "N", "N", "O", "H", "H", "H", "H", "H", "H", "H", "H"],
  "coordinates": [[-2.40408, 1.15704, -1.41278], [-0.36685, -0.22417, 1.07255], [-2.50279, 0.01281, -0.57070], [1.92971, -0.08871, 1.47839], [1.14177, -0.39617, -0.87425], [-1.79006, 0.21162, -1.93003], [0.76987, -0.16852, 0.53154], [-0.97185, -0.25616, 2.08304], [-2.83964, 2.13877, -1.46606], [-3.03127, -0.86868, -0.40687], [1.64944, 0.71598, 2.18306], [2.16264, -1.00902, 1.99709], [2.72841, 0.20438, 0.92013], [0.18558, -0.34781, -1.50579], [1.91786, 0.35727, -1.07599], [1.42125, -1.43863, -1.02331]],
  "lowdin_charge": [-0.191, -0.351, -0.036, -0.004, -0.027, 0.059, -0.164, 0.084, 0.101, 0.038, 0.106, 0.093, 0.038, 0.072, 0.093, 0.087]
}

=====

{
  "formula": "C5H8N2O",
  "method": "the ωB97M-V functional and the def2-TZVPD basis",
  "spin_multiplicity": 1,
  "max_force_ev_per_a": 3.873,
  "homo_lumo_gap_ev": 7.79,
  "lumo_energy_ev": 0.6,
  "energy_ev": -10338.97730,
  "relative_energy_kj_mol": 361.7,
  "species": ["C", "C", "C", "C", "C", "N", "N", "O", "H", "H", "H", "H", "H", "H", "H", "H"],
  "coordinates": [[0.58697, -0.05765, -0.14812], [-0.76859, -0.54618, -0.44475], [1.62523, -0.33450, -0.97403], [0.65240, 0.83307, 1.07243], [-1.97704, -0.03183, 0.34122], [-1.12581, -1.11918, -1.55663], [-1.65156, -1.84866, -2.24555], [2.94828, -0.00935, -0.67899], [1.63203, -0.83824, -1.85854], [0.05324, 0.38550, 1.91968], [0.27026, 1.85617, 0.77798], [1.68307, 0.90058, 1.62004], [-1.85427, 1.05164, 0.45369], [-1.95650, -0.36784, 1.34812], [-3.06236, -0.08194, 0.06778], [2.94466, 0.20840, 0.30568]],
  "lowdin_charge": [-0.247, -0.277, -0.130, -0.066, -0.054, -0.084, 0.191, -0.032, 0.086, 0.089, 0.107, 0.101, 0.065, 0.051, 0.098, 0.102]
}

=====

{
  "formula": "C5H8N2O",
  "method": "the ωB97M-V functional and the def2-TZVPD basis",
  "spin_multiplicity": 1,
  "max_force_ev_per_a": 2.646,
  "smiles": "[H]/N=C(\\C)[C@@H]1N=CCO1",
  "homo_lumo_gap_ev": 10.54,
  "lumo_energy_ev": 0.9,
  "energy_ev": -10341.25080,
  "relative_energy_kj_mol": 142.3,
  "species": ["H", "N", "C", "C", "C", "N", "C", "C", "O", "H", "H", "H", "H", "H", "H", "H"],
  "coordinates": [[-3.26976, 0.72541, -0.09062], [-2.38359, 1.05721, 0.28840], [-1.39161, 0.33959, 0.00750], [-1.36720, -0.91134, -0.81701], [-0.04672, 0.78249, 0.56406], [0.82230, 1.21853, -0.50481], [1.90272, 0.59010, -0.43559], [1.90356, -0.44043, 0.73645], [0.60322, -0.28747, 1.25192], [-0.72910, -0.75735, -1.68709], [-0.94855, -1.72545, -0.22717], [-2.36880, -1.18172, -1.14521], [-0.22210, 1.62632, 1.24435], [2.77033, 0.60900, -1.07014], [2.06727, -1.47098, 0.39575], [2.65802, -0.17390, 1.48919]],
  "lowdin_charge": [0.057, 0.158, -0.376, -0.023, -0.332, 0.121, -0.092, -0.156, -0.091, 0.083, 0.082, 0.077, 0.149, 0.109, 0.117, 0.116]
}